Density functional theory data (ωB97M-V/def2-TZVPD) for 5 unconnected molecules or ions with the total composition C29H38BrClNO15S at a distorted geometry.

The calculation puts the gap between HOMO and LUMO at 0.2126 Eh. Its spin multiplicity is 1. The HOMO energy is -11.4 eV. As for the maximum force: 9.6 eV/A. Its net charge is +1.

Structure (XYZ):
```
86
C29H38BrClNO15S (ωB97M-V/def2-TZVPD)
C -0.8235 -2.2083 0.2708
C -2.0844 -1.4242 0.1743
C -2.5191 -0.4068 -1.0350
C -1.2946 0.0917 -2.0028
C -0.8893 -0.8900 -3.2949
C -1.6644 -2.2901 -3.6715
C -0.9442 -3.6312 -2.9850
C -0.1734 -4.5843 -4.0902
S -0.8468 -6.3295 -4.1944
C 0.3735 -0.4678 -4.2974
C 0.8854 -1.3446 -5.5840
O 1.9370 -2.2073 -5.5092
O 0.2150 -1.2876 -6.9137
C 0.7741 -0.1337 -7.6757
C 2.3440 -0.4067 -8.1697
O 3.2623 0.5707 -8.1951
C 1.1597 0.9281 -3.9488
Cl 2.6026 1.5175 -4.9654
C 0.6241 1.8134 -2.6775
N -0.5393 1.4130 -1.7521
C -0.8633 2.3850 -0.6390
Br -0.5849 1.6189 1.2188
C -2.3634 3.1056 -0.8075
C -2.2021 4.5975 -1.4871
H 0.1599 -1.7906 -0.2065
H -0.8087 -3.2315 0.8859
H -2.8425 -1.5074 1.0927
H -3.2635 -1.0248 -1.7345
H -3.1635 0.4462 -0.5604
H -2.8151 -2.2915 -3.4508
H -1.5622 -2.4619 -4.8482
H -1.7894 -4.3097 -2.4946
H -0.1401 -3.3217 -2.1921
H 0.9721 -4.6449 -3.7819
H -0.1854 -4.1381 -5.1855
H -2.2181 -6.3015 -4.5172
H 0.1524 0.0361 -8.6807
H 0.6744 0.8748 -7.0590
H 2.6286 -1.5091 -8.4804
H 1.1898 2.8437 -2.4692
H -0.0950 3.2966 -0.7057
H -2.8356 3.1822 0.2798
H -3.0888 2.4573 -1.4929
H -1.5502 5.2330 -0.7453
H -3.2707 5.0821 -1.5929
H -1.7053 4.4317 -2.5445
C 2.4554 -1.3919 4.3495
C 2.3766 -1.5152 2.8623
O 1.0084 -1.7917 2.6307
C 0.3185 -1.3086 3.7051
O -0.8970 -1.2247 3.7619
O 1.1659 -0.9309 4.7064
H 3.2231 -0.6816 4.6683
H 2.6351 -2.3543 4.8400
H 2.6406 -0.5835 2.3510
H 3.0061 -2.3224 2.4777
C -0.2253 4.1129 4.1850
C 0.6085 3.3727 5.1799
O 1.5455 4.3437 5.6057
C 0.9826 5.5660 5.3757
O 1.4414 6.6222 5.7779
O -0.1604 5.4520 4.6382
H -1.2602 3.7603 4.1646
H 0.1882 4.0620 3.1723
H 0.0276 3.0380 6.0458
H 1.1165 2.5110 4.7381
C -3.0259 0.0392 7.1519
C -4.3885 0.1509 6.5485
O -4.4556 1.5053 6.1447
C -3.1702 1.9339 5.9778
O -2.8597 2.9994 5.4721
O -2.2784 1.0144 6.4497
H -2.5907 -0.9546 7.0164
H -3.0189 0.2887 8.2181
H -4.5089 -0.4875 5.6669
H -5.1812 -0.0799 7.2654
C 3.9790 -2.3409 -1.5196
C 4.2616 -0.8802 -1.3802
O 4.2595 -0.6805 0.0206
C 4.5412 -1.8870 0.5938
O 4.7852 -2.0466 1.7782
O 4.5152 -2.8908 -0.3309
H 4.4604 -2.7761 -2.3997
H 2.9063 -2.5577 -1.5568
H 5.2452 -0.6051 -1.7753
H 3.4995 -0.2611 -1.8615
```

Here are the Mulliken charges for atoms 1 to 4, given in e: -0.36, -0.11, -0.67, 0.39

=====

Density functional theory data (ωB97M-V/def2-TZVPD) for a molecular structure, C29H38BrCsN4O2S4Se at a distorted geometry.

The calculation puts the gap between HOMO and LUMO at 0.2548 Eh. Its spin multiplicity is 1. The HOMO energy is -7.0 eV. As for the maximum force: 3.6 eV/A. The energy above the lowest of the compared OMol25 structures with the same formula, charge and spin is 53.4 kcal/mol. Its net charge is 0.

Structure (XYZ):
```
80
C29H38BrCsN4O2S4Se (ωB97M-V/def2-TZVPD)
Cs 0.4071 0.7263 0.3347
C 0.9942 4.8390 -1.6477
C -0.3595 4.5481 -2.2713
S -1.4884 3.5834 -1.2203
C -1.8305 4.7911 0.1082
C -2.7742 4.1894 1.1323
S -2.0945 2.7903 2.0812
C -1.3451 3.6195 3.5244
C -0.0691 4.3859 3.2299
S 1.1744 3.2910 2.4386
C 2.1218 4.5208 1.4796
C 2.8361 3.8863 0.3019
S 1.7533 3.2831 -1.0218
H 0.8990 5.5398 -0.8199
H 1.6584 5.2716 -2.3994
H -0.2347 3.9238 -3.1552
H -0.8659 5.4742 -2.5497
H -2.2932 5.6682 -0.3495
H -0.8837 5.0729 0.5609
H -3.6427 3.7727 0.6224
H -3.1008 4.9426 1.8500
H -1.1348 2.8033 4.2153
H -2.0956 4.2785 3.9638
H 0.3554 4.7730 4.1595
H -0.2649 5.2205 2.5578
H 2.8508 4.9853 2.1483
H 1.4182 5.2866 1.1496
H 3.3655 2.9861 0.6169
H 3.5432 4.5959 -0.1327
O 2.6224 -4.2396 -1.0224
C 3.7625 -3.4866 -0.9472
C 4.9617 -4.1306 -1.2227
C 6.1559 -3.4391 -1.1485
C 6.1623 -2.0986 -0.8052
C 4.9646 -1.4589 -0.5450
C 3.7569 -2.1294 -0.6173
C 2.4716 -1.3777 -0.2742
O 2.5535 -0.1295 0.0084
N 1.5382 -1.6405 -1.4817
N 0.2695 -1.4148 -1.4067
C -0.5414 -1.7767 -2.3377
C -1.9336 -1.4889 -2.2886
Br -2.4628 -0.0879 -1.0727
C -2.9004 -2.0450 -3.0416
C -2.6947 -3.1939 -3.9069
C -1.8586 -4.2506 -3.5381
C -1.6535 -5.3169 -4.3906
C -2.2815 -5.3530 -5.6249
C -3.1340 -4.3245 -5.9912
C -3.3561 -3.2663 -5.1337
H 1.8991 -3.7487 -0.6115
H 4.9279 -5.1754 -1.4946
H 7.0825 -3.9541 -1.3529
H 7.0935 -1.5542 -0.7455
H 4.9288 -0.4159 -0.2717
H 1.9611 -2.0128 0.5487
H 1.9111 -2.1110 -2.3125
H -0.1907 -2.3052 -3.2341
H -3.8916 -1.6134 -3.0297
H -1.3890 -4.2401 -2.5661
H -1.0022 -6.1220 -4.0865
H -2.1142 -6.1859 -6.2917
H -3.6246 -4.3418 -6.9534
H -4.0281 -2.4690 -5.4177
C -3.1255 -2.5533 2.3391
N -2.5859 -1.7638 3.4083
C -3.2601 -1.2511 4.4824
C -2.3630 -0.5875 5.2502
N -1.1405 -0.6957 4.6403
C 0.1129 -0.1763 5.1074
C -1.2819 -1.4154 3.5001
Se 0.0332 -1.8274 2.3193
H -4.1642 -2.7975 2.5478
H -2.5445 -3.4716 2.2412
H -3.0587 -2.0033 1.3988
H -4.3110 -1.3978 4.6251
H -2.5001 -0.0635 6.1748
H -0.0240 0.3079 6.0730
H 0.5158 0.5388 4.3848
H 0.8318 -0.9929 5.2074
```

Here are the Mulliken charges for atoms 1 to 4, given in e: 1.05, -0.83, -0.97, 0.11

=====

Density functional theory data (ωB97M-V/def2-TZVPD) for a molecular structure, C29H38GeN2O2Re.

The calculation puts the gap between HOMO and LUMO (alpha / beta) at 0.2459 / 0.2592 Eh. Its spin multiplicity is 4. The HOMO energy (alpha / beta) is -14.5 / -14.7 eV. As for the maximum force: 0.5 eV/A. The energy above the lowest of the compared OMol25 structures with the same formula, charge and spin is 5.1 kcal/mol. Its net charge is +2.

Structure (XYZ):
```
73
C29H38GeN2O2Re (ωB97M-V/def2-TZVPD)
Re 0.3966 0.4281 -0.1505
C 2.9926 -2.2986 1.0801
C 1.7981 -1.5413 1.5902
C 1.8618 -0.1330 1.7397
C 3.2130 0.5469 1.6737
C 0.7264 0.5599 2.2580
C 0.7685 2.0545 2.5218
C -0.3803 -0.1797 2.7576
C -1.4916 0.5518 3.4502
C -0.4169 -1.5709 2.6132
C -1.6160 -2.3621 3.0605
C 0.6648 -2.2484 2.0272
C 0.6070 -3.7416 1.8932
H 3.4663 -2.8478 1.8976
H 3.7559 -1.6508 0.6585
H 2.7102 -3.0336 0.3269
H 3.7133 0.4403 0.7143
H 3.8613 0.0733 2.4142
H 3.1632 1.6004 1.9219
H 1.0516 2.2554 3.5584
H -0.2086 2.5106 2.3673
H 1.4828 2.5785 1.8902
H -2.2001 0.9662 2.7265
H -1.1109 1.3751 4.0494
H -2.0421 -0.1037 4.1174
H -1.4565 -2.7950 4.0513
H -1.8138 -3.1847 2.3758
H -2.5161 -1.7556 3.1018
H 0.0434 -4.0116 0.9948
H 0.1006 -4.1946 2.7421
H 1.5889 -4.1940 1.8177
N -1.7563 5.7851 -2.7989
C -1.5980 4.6523 -2.8863
C -1.3817 3.2344 -2.9523
C -1.8233 2.4619 -4.0220
C -1.5700 1.1008 -4.0075
C -0.8864 0.5511 -2.9412
N -0.4546 1.3028 -1.9107
C -0.7046 2.6182 -1.9111
H -2.3556 2.9259 -4.8416
H -1.9007 0.4619 -4.8135
H -0.6819 -0.5087 -2.8769
H -0.3588 3.1939 -1.0620
O -0.8525 -1.5776 -0.6010
C -1.8329 -0.9495 -0.1468
O -1.5571 0.2729 0.2552
C -3.1903 -1.4572 -0.0367
C -4.2048 -0.6466 0.4778
C -5.4820 -1.1596 0.6076
C -5.7408 -2.4714 0.2261
C -4.7307 -3.2780 -0.2879
C -3.4516 -2.7733 -0.4233
H -3.9893 0.3726 0.7680
H -6.2790 -0.5451 1.0020
H -6.7414 -2.8693 0.3276
H -4.9496 -4.2953 -0.5802
H -2.6525 -3.3845 -0.8209
C 2.2430 1.9678 -3.6054
Ge 2.9106 1.4637 -1.8504
C 2.8625 3.0170 -0.6707
C 4.6499 0.6101 -1.9340
C 1.7810 -0.2747 -1.3769
H 3.1030 2.2270 -4.2249
H 1.6050 2.8488 -3.5489
H 1.7127 1.1624 -4.1095
H 3.1666 3.8641 -1.2891
H 3.5653 2.9290 0.1553
H 1.8789 3.2609 -0.2675
H 5.3652 1.3555 -2.2864
H 4.6428 -0.2206 -2.6372
H 4.9870 0.2530 -0.9634
H 2.4192 -1.0544 -0.9682
H 1.5204 -0.5213 -2.4072
```

Here are the Mulliken charges for atoms 1 to 4, given in e: -0.30, -2.92, 1.73, 1.01